A structure of composition C39H36AsCl2N4O11S2SiW. Source: the OMol25 dataset; level of theory: ωB97M-V/def2-TZVPD.

Each line ends with the Mulliken charge.
Cartesian coordinates (Å):
W 0.046 0.206 -0.159  -1.3118
As -0.265 -3.038 -1.391  1.6341
Cl -3.629 1.238 1.885  -0.1620
Cl -4.498 -3.717 3.685  -0.2457
S -2.054 -0.020 -2.099  1.7051
S 1.153 2.665 1.935  -0.4845
Si -0.234 3.413 -1.220  0.8744
O -0.784 0.295 1.516  1.2064
O -0.272 -1.629 -0.325  -0.7896
O -0.594 -0.184 -2.326  -0.5096
O 6.441 -1.376 4.462  -0.4990
O 0.808 -2.597 -2.679  -0.6103
O 2.418 -2.224 -0.267  -0.4837
O -2.775 0.842 -2.965  -0.6704
O 6.285 -3.227 3.094  -0.5031
O 0.073 -4.416 -0.640  -0.7304
O 1.724 -0.237 0.499  1.3831
O -2.040 0.425 -0.657  -0.3629
N -0.440 3.495 3.873  0.0728
N 0.216 -2.012 2.487  0.2883
N 0.654 1.792 -1.076  1.2071
N 0.235 1.294 3.997  -0.2038
C -3.390 -2.527 3.097  0.5902
C -1.662 -0.602 2.071  -1.4948
C -2.779 -1.636 -2.196  0.5390
C -1.800 3.326 -0.219  -0.3153
C -4.122 -4.057 -2.393  -0.6465
C -2.987 -0.314 2.252  1.0927
C 3.480 0.156 -2.895  -0.7366
C 4.309 1.231 -3.178  -0.9475
C -0.979 4.445 6.039  -0.5084
C 2.592 -1.320 0.499  -0.0796
C 5.452 -1.188 3.560  1.0832
C -4.799 -2.872 -2.617  -0.7746
C -2.084 -2.833 -1.979  -0.1752
C 3.586 -1.256 1.573  -0.0136
C 4.433 -2.372 1.726  -1.0673
C -2.770 -4.036 -2.071  -1.0528
C -0.585 3.544 -3.048  -1.1543
C 4.634 -0.093 3.420  -1.5283
C 2.284 0.375 -2.235  -0.4077
C 0.262 2.468 3.357  0.3663
C 3.910 2.503 -2.793  -0.8216
C 0.792 4.890 -0.685  -1.5540
C 3.684 -0.144 2.401  -0.4355
C -1.131 -1.851 2.517  0.6438
C -3.862 -1.295 2.764  -0.6931
C 5.353 -2.303 2.730  0.8947
C -2.988 2.564 6.406  -0.7829
C -2.749 3.521 7.382  -0.5394
C -1.444 -4.082 3.382  -1.0517
C 1.865 1.645 -1.844  1.2512
C 2.709 2.717 -2.133  -0.2566
C -1.219 3.482 5.067  -0.0515
C -0.095 -4.249 3.295  -1.1055
C -2.010 -2.843 3.002  -0.1403
C 7.001 -2.669 4.196  -0.2597
C -4.127 -1.660 -2.520  -0.8348
C -2.236 2.549 5.240  0.0212
C 0.699 -3.169 2.859  -0.0165
C -1.751 4.466 7.190  -0.5671
H -2.459 1.842 4.450  0.5925
H 4.732 0.768 4.066  0.4643
H 0.375 -5.183 3.567  0.4636
H 3.029 0.704 2.240  0.4969
H 0.752 0.525 3.602  -0.0577
H -2.086 -4.874 3.740  0.4550
H -1.686 2.780 0.716  -0.3987
H -4.645 -0.729 -2.711  0.5383
H 1.580 4.665 0.029  0.4521
H 1.779 -3.276 2.819  0.3142
H 1.214 5.405 -1.550  0.4744
H 4.349 -3.229 1.072  0.5389
H -1.255 2.761 -3.405  0.2519
H -3.778 1.837 6.539  0.4167
H -5.850 -2.879 -2.872  0.4380
H -3.344 3.535 8.285  0.4044
H -2.242 -4.962 -1.875  0.5220
H 3.753 -0.850 -3.184  0.4824
H 4.545 3.354 -3.004  0.4577
H 1.611 -3.134 -2.581  0.3663
H 2.458 3.723 -1.842  0.1848
H 0.110 5.589 -0.192  0.3959
H -0.186 5.168 5.894  0.4623
H -2.627 2.891 -0.779  0.2185
H 6.873 -3.303 5.073  0.2585
H 8.052 -2.557 3.931  0.2667
H 5.249 1.086 -3.694  0.4116
H -2.066 4.354 0.043  0.5757
H 0.334 3.511 -3.635  0.3624
H -0.262 4.381 3.429  0.3174
H -4.911 -1.057 2.875  0.5867
H -1.065 4.508 -3.242  0.3865
H -4.638 -5.005 -2.468  0.4433
H 1.655 -0.502 -2.128  0.4606
H -1.565 5.220 7.944  0.3896
H -0.246 1.175 4.873  0.3324

Summary:
HOMO energy: -10.59 eV
Frontier orbital gap: 6.40 eV
ΔE to the lowest compared entry with this formula, charge and spin: 1.7429 eV
Strongest force on any atom: 0.94 eV Å⁻¹
Charge: +1